{
  "formula": "C52H87ClN12O5",
  "method": "ωB97M-V with the def2-TZVPD basis set",
  "symbols": ["C", "C", "N", "C", "C", "C", "C", "C", "O", "C", "H", "H", "H", "H", "H", "H", "H", "H", "H", "H", "H", "H", "H", "H", "H", "H", "H", "H", "H", "H", "Cl", "O", "O", "O", "O", "C", "C", "C", "C", "N", "H", "H", "H", "H", "H", "H", "H", "C", "C", "C", "C", "N", "H", "H", "H", "H", "H", "H", "H", "C", "C", "C", "C", "N", "H", "H", "H", "H", "H", "H", "H", "C", "C", "C", "C", "N", "H", "H", "H", "H", "H", "H", "H", "C", "C", "C", "C", "N", "H", "H", "H", "H", "H", "H", "H", "C", "C", "C", "C", "N", "H", "H", "H", "H", "H", "H", "H", "N", "C", "C", "C", "C", "H", "H", "H", "H", "H", "N", "C", "C", "C", "C", "H", "H", "H", "H", "H", "N", "C", "C", "C", "C", "H", "H", "H", "H", "H", "N", "C", "C", "C", "C", "H", "H", "H", "H", "H", "N", "C", "C", "C", "C", "H", "H", "H", "H", "H"],
  "positions_angstrom": [[-1.762, 2.149, -3.136], [-0.721, 1.157, -2.339], [-0.328, 1.516, -0.893], [0.762, 0.376, -0.605], [0.213, 2.959, -0.748], [1.276, 3.334, -1.759], [-1.598, 1.325, 0.091], [-1.393, 1.726, 1.576], [-0.206, 1.373, 2.206], [-0.031, 2.043, 3.486], [-2.771, 2.102, -2.727], [-1.911, 1.957, -4.199], [-1.419, 3.181, -3.068], [0.157, 1.141, -2.984], [-1.215, 0.205, -2.141], [1.285, 0.789, 0.258], [1.444, 0.217, -1.440], [0.159, -0.511, -0.410], [0.616, 2.976, 0.264], [-0.657, 3.608, -0.651], [1.839, 2.572, -2.298], [1.991, 4.050, -1.355], [0.796, 3.860, -2.585], [-2.082, 0.348, 0.069], [-2.361, 1.900, -0.434], [-2.230, 1.275, 2.108], [-1.572, 2.801, 1.609], [1.021, 1.842, 3.688], [-0.679, 1.593, 4.238], [-0.249, 3.105, 3.372], [-5.522, 6.405, -0.910], [-4.558, 6.661, 0.175], [-6.719, 7.193, -0.601], [-4.938, 6.854, -2.142], [-5.912, 5.019, -0.987], [4.646, -4.236, 5.917], [3.789, -3.215, 5.211], [4.483, -2.116, 4.430], [5.271, -1.164, 5.218], [5.825, -0.373, 5.869], [4.054, -4.851, 6.594], [5.327, -3.623, 6.507], [5.200, -4.805, 5.170], [3.293, -2.666, 6.012], [3.063, -3.746, 4.596], [3.717, -1.586, 3.864], [4.931, -2.594, 3.560], [1.600, -6.975, 1.026], [1.856, -8.271, 0.373], [2.848, -9.169, 1.255], [4.185, -8.602, 1.260], [5.278, -8.105, 1.211], [1.435, -6.946, 2.103], [0.778, -6.517, 0.476], [2.422, -6.289, 0.824], [2.268, -8.093, -0.620], [0.928, -8.837, 0.293], [3.059, -10.129, 0.784], [2.525, -9.334, 2.284], [5.153, 7.355, -10.048], [5.744, 6.007, -9.583], [5.016, 4.769, -10.014], [3.976, 4.347, -9.063], [3.150, 3.961, -8.325], [5.207, 7.351, -11.137], [5.719, 8.253, -9.801], [4.089, 7.501, -9.858], [5.914, 5.844, -8.519], [6.783, 5.961, -9.909], [5.633, 3.872, -10.072], [4.736, 4.716, -11.066], [9.838, -1.631, 0.641], [10.390, -2.097, -0.742], [10.022, -1.098, -1.901], [8.588, -1.117, -2.305], [7.515, -1.178, -2.652], [8.823, -1.240, 0.573], [10.433, -0.955, 1.255], [9.662, -2.528, 1.233], [10.043, -3.103, -0.978], [11.456, -2.279, -0.602], [10.581, -1.216, -2.830], [10.280, -0.057, -1.707], [-9.842, -1.716, 2.299], [-8.562, -1.858, 1.442], [-8.005, -3.254, 1.515], [-6.587, -3.378, 1.342], [-5.433, -3.535, 1.071], [-9.744, -1.965, 3.356], [-10.689, -2.324, 1.981], [-10.383, -0.770, 2.256], [-7.892, -1.044, 1.719], [-8.676, -1.787, 0.360], [-8.504, -3.993, 0.888], [-8.012, -3.496, 2.578], [-5.695, 0.551, 12.190], [-4.370, 1.403, 12.209], [-3.751, 1.640, 10.826], [-4.634, 1.587, 9.643], [-5.431, 1.650, 8.769], [-5.735, -0.192, 12.987], [-5.926, 0.007, 11.275], [-6.531, 1.192, 12.469], [-3.736, 0.954, 12.974], [-4.599, 2.398, 12.593], [-3.004, 0.871, 10.629], [-3.272, 2.617, 10.891], [-0.596, -3.251, 11.277], [-0.290, -3.031, 12.560], [0.784, -2.158, 12.440], [1.035, -1.735, 11.092], [0.129, -2.437, 10.355], [-1.357, -3.840, 10.968], [-0.717, -3.548, 13.407], [1.299, -1.760, 13.302], [1.775, -1.024, 10.754], [-0.165, -2.525, 9.319], [-6.881, -3.925, -3.527], [-8.222, -3.971, -3.880], [-8.487, -2.685, -4.235], [-7.243, -1.976, -4.260], [-6.292, -2.772, -3.823], [-6.493, -4.690, -2.993], [-8.833, -4.861, -3.863], [-9.412, -2.167, -4.439], [-7.220, -0.924, -4.499], [-5.294, -2.660, -3.425], [9.588, 4.567, -3.133], [8.175, 4.623, -3.065], [7.941, 4.977, -1.799], [9.131, 5.192, -1.049], [10.132, 4.793, -1.903], [10.141, 4.370, -3.955], [7.506, 4.431, -3.891], [6.932, 5.074, -1.426], [9.153, 5.458, -0.003], [11.164, 4.785, -1.586], [-6.511, 4.891, -7.151], [-7.831, 4.949, -6.940], [-8.385, 4.841, -8.153], [-7.411, 4.920, -9.143], [-6.188, 4.932, -8.502], [-5.821, 4.926, -6.414], [-8.236, 5.033, -5.942], [-9.448, 4.799, -8.337], [-7.520, 4.871, -10.217], [-5.156, 5.010, -8.811], [-1.229, -2.750, -7.198], [-0.042, -2.714, -6.602], [0.167, -3.917, -5.917], [-1.050, -4.460, -5.848], [-1.920, -3.774, -6.641], [-1.581, -2.121, -7.905], [0.696, -2.059, -7.041], [1.145, -4.235, -5.587], [-1.372, -5.303, -5.256], [-2.935, -4.025, -6.912]],
  "mulliken_charge": [-1.212, -0.509, -0.108, -0.869, -0.442, -1.253, -0.760, -0.732, -0.266, -0.729, 0.372, 0.395, 0.263, 0.396, 0.552, 0.385, 0.395, 0.414, 0.366, 0.569, 0.299, 0.372, 0.358, 0.500, 0.444, 0.449, 0.465, 0.239, 0.295, 0.342, 1.598, -0.662, -0.656, -0.637, -0.642, -1.099, -0.523, -0.374, 0.313, -0.415, 0.320, 0.311, 0.316, 0.290, 0.345, 0.195, 0.321, -1.127, -0.348, -0.434, 0.221, -0.465, 0.330, 0.326, 0.324, 0.289, 0.302, 0.266, 0.317, -1.117, -0.410, -0.496, 0.236, -0.441, 0.311, 0.342, 0.322, 0.348, 0.285, 0.271, 0.347, -1.076, -0.426, -0.513, 0.234, -0.410, 0.309, 0.310, 0.323, 0.332, 0.325, 0.310, 0.278, -1.248, -0.370, -0.185, 0.127, -0.519, 0.334, 0.330, 0.365, 0.352, 0.287, 0.320, 0.206, -1.066, -0.394, -0.370, 0.259, -0.426, 0.329, 0.336, 0.266, 0.321, 0.265, 0.202, 0.275, -0.027, -0.448, -0.394, -0.412, -0.436, 0.189, 0.377, 0.368, 0.405, 0.383, -0.001, -0.666, -0.275, -0.291, -0.562, 0.232, 0.383, 0.374, 0.386, 0.421, -0.050, -0.540, -0.189, -0.447, -0.469, 0.189, 0.376, 0.386, 0.381, 0.365, -0.008, -0.464, -0.414, -0.408, -0.400, 0.200, 0.394, 0.369, 0.375, 0.356, 0.010, -0.553, -0.379, -0.298, -0.540, 0.202, 0.397, 0.380, 0.385, 0.402],
  "max_force_ev_per_a": 6.499,
  "relative_energy_kcal_mol": 210.0,
  "gap_ev": 6.838,
  "molar_mass_g_mol": 995.800,
  "multiplicity": 1
}